The following is a DFT calculation (wB97M-V/def2-TZVPD) of a structure of composition C42H39AsMnN4O2P2S6Te.

```
98
Properties=species:S:1:pos:R:3:lowdin_charge:R:1
Mn -0.714 0.715 0.622 0.007
C -3.470 4.279 4.340 -0.058
C -2.401 4.725 3.348 -0.235
N -2.769 4.524 1.960 -0.112
C -3.492 5.592 1.281 -0.190
C -4.976 5.288 1.101 -0.063
C -2.440 3.434 1.271 -0.605
S -1.706 2.115 2.128 0.869
N -2.750 3.406 -0.021 0.134
C -2.160 2.664 -0.928 -0.381
O -1.129 1.928 -0.743 -0.217
C -2.696 2.740 -2.301 -0.128
C -2.254 1.818 -3.248 -0.051
C -2.730 1.847 -4.542 -0.064
C -3.632 2.832 -4.913 -0.059
C -4.079 3.756 -3.980 -0.060
C -3.626 3.710 -2.675 -0.008
H -3.160 4.556 5.344 0.080
H -3.595 3.201 4.300 0.067
H -4.424 4.757 4.132 0.068
H -1.480 4.170 3.548 0.076
H -2.193 5.790 3.476 0.124
H -3.033 5.737 0.299 0.116
H -3.372 6.505 1.867 0.123
H -5.104 4.350 0.568 0.066
H -5.427 6.086 0.520 0.080
H -5.488 5.225 2.057 0.066
H -1.515 1.074 -2.957 0.031
H -2.400 1.102 -5.251 0.110
H -3.978 2.877 -5.932 0.109
H -4.791 4.512 -4.274 0.109
H -3.966 4.425 -1.940 0.106
Te 3.827 -1.208 2.931 1.357
C 3.184 -1.879 4.882 -0.509
C 2.728 -3.178 5.046 -0.121
C 2.283 -3.571 6.299 -0.143
N 2.274 -2.770 7.348 0.069
C 2.731 -1.542 7.196 -0.154
C 3.202 -1.044 5.989 -0.121
C 1.792 -1.323 2.211 -0.849
P 1.723 -2.276 0.774 0.603
C 2.847 -3.684 0.839 -0.407
C 2.477 -4.756 1.648 -0.091
C 3.335 -5.832 1.783 -0.056
C 4.546 -5.841 1.108 -0.052
C 4.899 -4.782 0.286 -0.057
C 4.054 -3.696 0.150 -0.119
C 0.102 -3.012 0.468 -0.391
C -0.858 -3.028 1.471 -0.097
C -2.013 -3.769 1.295 -0.081
C -2.222 -4.461 0.113 -0.050
C -1.272 -4.432 -0.899 -0.096
C -0.096 -3.721 -0.721 -0.178
P 0.856 0.208 2.214 0.860
C 2.015 1.612 2.014 -0.375
C 2.908 1.981 3.021 -0.164
C 3.830 2.990 2.794 -0.063
C 3.856 3.656 1.578 -0.062
C 2.949 3.322 0.586 -0.063
C 2.044 2.299 0.800 -0.103
C 0.390 0.315 3.973 -0.362
C 0.218 1.547 4.605 -0.144
C -0.165 1.596 5.932 -0.062
C -0.379 0.425 6.641 -0.060
C -0.220 -0.801 6.017 -0.073
C 0.154 -0.855 4.688 -0.100
H 2.724 -3.871 4.215 0.077
H 1.918 -4.576 6.468 0.109
H 2.714 -0.920 8.081 0.112
H 3.570 -0.031 5.924 0.095
H 1.522 -4.740 2.161 0.114
H 3.060 -6.668 2.409 0.114
H 5.216 -6.680 1.220 0.113
H 5.834 -4.802 -0.250 0.113
H 4.324 -2.862 -0.485 0.083
H -0.693 -2.463 2.380 0.090
H -2.760 -3.791 2.071 0.109
H -3.129 -5.029 -0.019 0.119
H -1.437 -4.976 -1.820 0.119
H 0.692 -3.765 -1.472 0.091
H 2.856 1.501 3.991 0.073
H 4.531 3.265 3.569 0.113
H 4.574 4.444 1.407 0.110
H 2.950 3.858 -0.353 0.112
H 1.345 2.040 0.002 0.054
H 0.393 2.463 4.055 0.084
H -0.299 2.551 6.418 0.109
H -0.671 0.469 7.678 0.111
H -0.380 -1.715 6.566 0.111
H 0.285 -1.812 4.205 0.081
S 0.222 -1.946 -4.505 0.128
As -0.852 -1.523 -2.813 0.074
S 2.156 -1.346 -1.156 0.326
S 0.480 -0.216 -1.270 0.227
S -2.892 -1.740 -2.703 0.145
O -3.907 -1.782 1.428 -0.483
S -3.436 -0.845 0.430 0.824
N -1.962 -0.415 0.605 -0.451
```

Summary:
Net charge = +1
Max |F| = 2.26 eV/A
Lowest unoccupied orbital energy (spin up / spin down) = -4.54 / -4.54 eV

***

The following is a DFT calculation (wB97M-V/def2-TZVPD) of a structure of composition C42H39BF10N14O2S2Ti.

```
111
Properties=species:S:1:pos:R:3:lowdin_spin:R:1
Ti -0.498 -0.082 -1.128 -0.002
C -2.946 1.286 -2.896 0.000
N -1.798 0.347 -2.939 0.000
C -0.823 0.919 -3.885 0.000
C 0.361 0.013 -4.043 0.000
N 0.788 -0.458 -2.721 -0.001
C 1.880 -1.322 -2.719 0.000
C 2.684 -1.439 -1.576 0.000
F 2.336 -0.734 -0.493 0.004
C 3.822 -2.207 -1.481 0.000
F 4.516 -2.209 -0.347 0.000
C 4.237 -2.952 -2.563 0.000
F 5.330 -3.693 -2.504 0.000
C 3.469 -2.910 -3.707 0.000
F 3.811 -3.647 -4.754 0.000
C 2.328 -2.130 -3.779 0.000
F 1.638 -2.237 -4.923 0.000
C -2.288 -0.964 -3.424 0.000
C -1.452 -2.129 -2.914 0.000
N -1.106 -1.913 -1.499 0.000
C -1.044 -3.134 -0.780 0.000
C -0.296 -4.205 -1.291 0.000
F 0.475 -4.000 -2.367 0.000
C -0.233 -5.453 -0.710 0.000
F 0.528 -6.397 -1.249 0.000
C -0.933 -5.703 0.451 0.000
F -0.888 -6.896 1.022 0.000
C -1.661 -4.679 1.015 0.000
F -2.326 -4.886 2.147 0.000
C -1.718 -3.433 0.415 0.000
F -2.468 -2.537 1.036 0.000
H -3.441 1.292 -3.871 0.000
H -3.649 0.982 -2.133 0.000
H -2.608 2.289 -2.669 0.000
H -1.288 1.086 -4.860 0.000
H -0.505 1.867 -3.482 0.000
H 0.100 -0.792 -4.720 0.000
H 1.171 0.571 -4.529 0.000
H -3.299 -1.073 -3.061 0.000
H -2.321 -0.977 -4.517 0.000
H -2.045 -3.040 -3.011 0.000
H -0.575 -2.280 -3.534 0.000
C -0.241 3.865 -2.603 0.001
C -0.701 3.432 -1.243 0.004
C -0.905 4.368 -0.234 0.000
C -1.406 3.662 0.828 0.002
N -1.491 2.371 0.476 0.005
N -1.043 2.195 -0.803 0.008
B -2.109 1.298 1.425 0.000
N -3.287 0.538 0.783 0.000
C -4.462 0.229 1.374 0.000
C -5.056 -0.761 0.643 0.000
C -4.161 -1.046 -0.391 0.000
C -4.424 -2.138 -1.383 0.000
N -3.087 -0.253 -0.313 0.000
N -1.049 0.198 1.779 0.000
C -0.883 -0.300 2.997 0.000
C 0.018 -1.345 2.943 0.000
C 0.381 -1.455 1.614 0.000
C 1.350 -2.492 1.138 0.000
N -0.283 -0.515 0.887 -0.001
N -2.518 2.076 2.673 0.000
C -1.729 2.498 3.707 0.000
C -2.424 3.438 4.408 0.000
C -3.655 3.573 3.719 0.000
C -4.797 4.476 4.056 0.000
N -3.693 2.768 2.676 0.000
H -1.049 3.840 -3.336 0.000
H 0.079 4.902 -2.523 0.000
H 0.601 3.296 -2.984 0.001
H -0.728 5.430 -0.292 0.000
H -1.712 4.027 1.795 0.000
H -4.801 0.723 2.261 0.000
H -6.001 -1.246 0.834 0.000
H -5.118 -2.844 -0.928 0.000
H -4.913 -1.762 -2.284 0.000
H -3.527 -2.686 -1.659 0.000
H -1.423 0.094 3.842 0.000
H 0.353 -1.961 3.762 0.000
H 1.151 -3.420 1.673 0.000
H 1.294 -2.691 0.077 0.000
H 2.369 -2.184 1.376 0.000
H -0.722 2.136 3.851 0.000
H -2.103 3.967 5.293 0.000
H -4.779 4.723 5.116 0.000
H -4.733 5.408 3.493 0.000
H -5.747 4.000 3.817 0.000
N 6.870 -1.393 3.242 0.006
C 5.823 -0.529 3.129 0.005
C 4.503 -0.972 3.329 -0.002
C 3.449 -0.093 3.237 0.004
C 3.689 1.244 2.928 0.007
C 4.990 1.706 2.739 0.006
C 6.047 0.828 2.842 0.005
S 2.339 2.345 2.791 0.017
O 1.399 2.054 3.828 0.003
O 2.820 3.694 2.631 0.002
N 1.598 1.849 1.369 0.266
C 2.040 2.169 0.196 0.009
S 3.352 3.362 -0.142 0.125
C 3.336 2.872 -1.753 0.275
C 2.350 1.928 -1.990 0.073
N 1.596 1.564 -0.966 0.166
H 6.712 -2.373 3.371 0.000
H 7.802 -1.085 3.043 0.000
H 4.328 -2.014 3.574 0.000
H 2.433 -0.417 3.428 0.000
H 5.159 2.759 2.552 0.001
H 7.063 1.185 2.714 0.000
H 4.017 3.283 -2.485 0.010
H 2.187 1.460 -2.951 0.000
```

Summary:
Net charge = +1
Multiplicity = 2
Max |F| = 1.91 eV/A
Lowest unoccupied orbital energy (spin up / spin down) = -3.99 / -5.06 eV

***

The following is a DFT calculation (wB97M-V/def2-TZVPD) of a structure of composition C42H39F5O9S2.

```
97
Properties=species:S:1:pos:R:3:lowdin_charge:R:1
C -2.024 2.788 -0.046 -0.052
C -0.548 3.009 -0.418 -0.267
O -0.314 3.705 -1.621 -0.146
C -0.831 3.067 -2.780 -0.218
C -0.375 1.631 -2.987 -0.172
C 1.134 1.537 -3.302 -0.189
C 1.733 0.165 -3.018 -0.184
C 1.600 -0.277 -1.539 -0.158
C 2.928 -0.473 -0.823 -0.698
S 4.122 0.916 -0.979 0.893
O 3.556 -1.660 -1.370 -0.187
S 3.809 -2.792 -0.253 0.583
O 3.345 -4.032 -0.679 -0.188
O 5.150 -2.737 0.130 -0.188
O 2.797 -2.206 0.865 -0.140
C 2.867 -0.791 0.690 -0.353
C 1.920 0.019 1.594 -0.104
C 0.943 -0.853 2.401 -0.135
C -0.233 -1.351 1.510 -0.046
C -0.529 -2.831 1.636 -0.461
F 0.550 -3.571 1.880 0.141
F -1.429 -3.005 2.621 0.128
C -1.190 -3.431 0.351 -0.588
F -0.678 -2.921 -0.750 0.183
F -2.481 -3.244 0.366 0.208
F -0.989 -4.745 0.307 0.145
H -2.405 3.520 0.663 0.073
H -2.701 2.725 -0.894 0.068
H -2.088 1.820 0.463 0.066
H -0.118 3.635 0.367 0.119
H 0.005 2.066 -0.352 0.074
H -0.444 3.642 -3.626 0.130
H -1.917 3.180 -2.844 0.113
H -0.894 1.260 -3.875 0.122
H -0.645 0.956 -2.171 0.100
H 1.214 1.693 -4.383 0.117
H 1.701 2.356 -2.856 0.108
H 2.790 0.192 -3.283 0.081
H 1.256 -0.604 -3.625 0.121
H 1.081 0.507 -0.986 0.078
H 1.015 -1.194 -1.470 0.118
H 4.489 0.748 -2.265 -0.097
H 3.861 -0.479 1.032 0.113
H 2.537 0.552 2.316 0.123
H 1.365 0.784 1.050 0.102
H 1.483 -1.662 2.887 0.118
H 0.498 -0.247 3.188 0.117
H -0.014 -1.045 0.490 0.100
H -1.140 -0.822 1.799 0.134
C -1.889 -6.957 1.374 -0.054
C -1.597 -6.354 2.595 -0.052
C -2.403 -6.586 3.695 0.008
C -3.514 -7.413 3.583 -0.083
C -3.821 -8.000 2.354 -0.083
C -2.998 -7.778 1.256 0.010
C -5.031 -8.851 2.199 -0.277
O -5.297 -9.367 1.133 0.105
C -5.915 -9.050 3.381 -0.083
C -7.080 -9.795 3.244 -0.003
C -7.904 -9.999 4.337 -0.059
C -7.564 -9.466 5.577 -0.059
C -6.407 -8.718 5.718 -0.003
C -5.584 -8.500 4.620 -0.083
C -4.361 -7.666 4.779 -0.278
O -4.065 -7.198 5.861 0.104
H -1.259 -6.792 0.519 0.100
H -0.739 -5.705 2.686 0.097
H -2.172 -6.121 4.644 0.122
H -3.228 -8.245 0.308 0.122
H -7.343 -10.212 2.281 0.120
H -8.813 -10.575 4.227 0.107
H -8.206 -9.632 6.433 0.107
H -6.144 -8.300 6.681 0.120
C 2.333 10.292 -5.456 -0.057
C 3.103 11.204 -4.741 -0.057
C 3.679 10.833 -3.538 -0.002
C 3.479 9.553 -3.038 -0.083
C 2.687 8.645 -3.745 -0.082
C 2.125 9.017 -4.960 -0.003
C 2.421 7.284 -3.203 -0.275
O 1.737 6.493 -3.820 0.105
C 3.008 6.919 -1.885 -0.078
C 2.726 5.675 -1.335 0.004
C 3.275 5.316 -0.117 -0.055
C 4.118 6.196 0.557 -0.056
C 4.398 7.440 0.016 -0.002
C 3.838 7.810 -1.200 -0.083
C 4.120 9.163 -1.752 -0.277
O 4.852 9.933 -1.165 0.106
H 1.891 10.581 -6.401 0.107
H 3.255 12.204 -5.125 0.107
H 4.283 11.540 -2.984 0.121
H 1.522 8.310 -5.513 0.120
H 2.073 4.986 -1.856 0.106
H 3.050 4.347 0.311 0.099
H 4.552 5.911 1.506 0.107
H 5.048 8.126 0.541 0.121
```

Summary:
Max |F| = 2.22 eV/A
Lowest unoccupied orbital energy = -1.02 eV